(1)
One molecule with the formula C3H3NO. Source: the Open Molecules 2025 dataset; level of theory: ωB97M-V/def2-TZVPD.

Positions of all 8 atoms, in Å:
H  0.441563  0.273606  1.669258
H  -1.324309  -1.270833  -0.380897
N  1.426905  -1.628606  -1.827414
C  0.223227  0.021671  0.663861
C  0.134591  0.432967  -0.563905
C  -0.287984  -0.962021  -0.340196
H  0.493835  1.010606  -1.387369
O  0.601405  -1.994467  -0.941807

Force components x, y, z for each atom (eV/Å):
H 0.32 -0.16 0.61
H 0.16 -0.46 -0.16
N -0.48 0.13 0.56
C -0.51 -0.31 -1.17
C 0.52 -0.91 -0.09
C 0.16 1.63 0.20
H -0.34 0.63 -0.01
O 0.17 -0.56 0.06

The HOMO energy (spin up / spin down) is -8.5 / -8.5 eV. For the largest force on an atom, the calculation gives 0.032 Eh/bohr. The energy above the lowest of the compared OMol25 structures with the same formula, charge and spin is 606.3 kJ/mol. The frontier orbital gap (spin up / spin down) is 8.87 / 8.97 eV.

---

(2)
One molecule with the formula C3H3NO. Source: the Open Molecules 2025 dataset; level of theory: ωB97M-V/def2-TZVPD.

Positions of all 8 atoms, in Å:
H  1.463676  -1.039624  -0.519608
C  -1.092053  0.481945  -0.082528
H  -2.635433  -0.485701  -0.716244
H  1.752180  -0.378344  1.094941
C  1.379869  -0.235583  0.172852
C  0.161190  0.509466  0.119882
N  -2.401948  0.035075  0.079067
O  1.372521  1.112769  -0.148364

Force components x, y, z for each atom (eV/Å):
H 0.66 -0.10 -1.02
C -7.84 -3.10 0.87
H -0.51 -0.69 -1.96
H 1.47 -0.93 3.13
C -1.47 -1.07 -0.52
C 0.79 0.61 -0.13
N 7.26 3.57 1.12
O -0.36 1.71 -1.48

The HOMO energy is -9.4 eV. For the largest force on an atom, the calculation gives 0.165 Eh/bohr. The energy above the lowest of the compared OMol25 structures with the same formula, charge and spin is 415.3 kJ/mol. The frontier orbital gap is 9.30 eV.